Entry 1:
Below is a 2-piece molecular cluster, C4H11NO2 overall, with properties calculated with ωB97M-V/def2-TZVPD.

XYZ file:
```
18
Properties=species:S:1:pos:R:3:forces:R:3
O 1.76977 -0.55288 -5.04167 1.213 1.008 0.905
O 2.12608 0.52125 -1.21712 -0.226 1.920 1.206
N -1.80408 -0.92951 2.79118 3.166 -1.449 -1.427
C -1.64863 -0.28008 1.50053 0.347 0.069 -0.004
C 0.07572 0.73701 -0.12592 -1.093 2.571 0.633
C -0.06775 -0.02642 1.22010 -2.055 -2.304 -0.140
C 1.49927 1.09188 -0.32777 1.597 -2.089 1.307
H 0.41841 0.36851 2.15521 -0.631 0.152 -1.149
H -2.04640 0.73154 1.61502 -0.461 -0.181 -0.401
H -2.59453 -0.79417 3.33290 -1.739 0.105 0.696
H 2.13859 0.09400 -5.69031 -0.355 -0.754 0.975
H -1.44672 -1.90217 2.72725 -0.858 1.036 0.551
H -0.64547 1.67326 -0.28662 1.414 -1.836 0.873
H 2.22765 -0.36053 -4.16376 -0.876 -0.237 -1.806
H -0.03967 0.15062 -0.98460 -1.095 -1.363 -0.996
H 0.29891 -1.11163 1.14096 0.123 1.611 -0.261
H -2.21964 -0.89931 0.67734 1.413 1.527 0.999
H 1.95848 1.48863 0.67728 0.116 0.213 -1.962
```
Forces are in eV/Å.

As for the total charge: 0. As for the energy above the lowest of the compared OMol25 structures with the same formula, charge and spin: 60.8 kcal per mole. For the LUMO energy, the calculation gives 0.857 eV. The value obtained for the strongest force on any atom is 0.0732 hartree/bohr. Its HOMO-LUMO gap is 10.02 eV. As for the SMILES: NCCCC=O.O.

Results of the Mulliken charge analysis, in e, for atoms 1 through 5:
1 O -0.660
2 O -0.481
3 N -0.480
4 C -0.527
5 C -0.405



Entry 2:
Below is C21H30BrN2O3PdS2 as an isolated structure, with properties calculated with ωB97M-V/def2-TZVPD.

XYZ file:
```
60
Properties=species:S:1:pos:R:3:forces:R:3
Pd -0.46329 -0.22798 -0.18697 0.215 0.151 0.115
Br 3.91910 1.76939 -2.36415 -0.051 -0.055 0.188
S -3.16261 -1.82717 1.74109 0.034 -0.307 0.273
S -1.01481 1.63113 1.33870 -0.105 -0.273 0.025
O -2.30042 -1.09520 0.69956 0.080 0.273 -0.055
O 1.33366 0.98436 -0.83021 0.391 0.064 0.060
O 1.51010 -0.50524 0.75810 -0.006 0.025 0.273
N -0.45362 4.14620 0.73446 0.012 -0.024 0.024
N -2.43463 3.35447 -0.13128 -0.157 -0.098 -0.021
C -0.76718 -2.38464 3.10725 -0.074 -0.021 0.087
C -3.13986 -3.56276 1.25119 0.062 0.187 0.021
C 0.48130 -2.10855 -2.42291 0.122 0.059 0.040
C -3.52122 2.37808 -0.29856 0.000 0.028 0.055
C 3.99908 0.34091 1.48523 0.181 -0.039 0.115
C 6.21660 1.25015 0.92745 0.024 -0.051 0.126
C 5.35381 0.61370 1.82919 0.019 0.023 -0.033
C -1.32853 3.17737 0.55105 -0.033 0.224 -0.071
C -2.20150 -1.90734 3.27405 0.076 0.038 -0.204
C 1.00193 -1.20323 -3.36326 -0.016 0.063 0.006
C 4.38406 1.32594 -0.65331 -0.226 0.036 -0.224
C -0.64223 5.52180 0.25630 -0.032 0.057 -0.059
C 5.74398 1.60164 -0.30535 -0.019 -0.077 0.072
C -0.99105 0.14913 -3.10032 -0.051 0.061 0.076
C 2.02963 0.38496 0.02961 -0.192 -0.076 -0.281
C -1.52318 -0.76330 -2.17973 -0.289 -0.153 -0.513
C -0.77381 -1.91474 -1.85367 -0.135 -0.067 -0.115
C 0.24861 -0.07550 -3.68073 0.149 -0.014 -0.039
C 2.29693 -1.48801 -4.05978 -0.026 -0.026 -0.081
C -3.99083 -4.41535 2.18339 -0.053 -0.026 -0.023
C 3.48475 0.70026 0.27221 0.151 0.062 -0.136
H 3.35852 -0.17303 2.18945 0.038 0.028 0.034
H -2.09615 -3.87470 1.21498 -0.009 -0.059 -0.055
H 7.24640 1.44921 1.19399 -0.031 -0.017 0.033
H -1.57050 1.01589 -3.39281 -0.008 -0.015 -0.010
H 5.72148 0.32189 2.80605 -0.040 -0.012 -0.024
H -3.97420 2.52662 -1.27435 0.030 -0.003 -0.036
H 0.32943 3.96766 1.34299 0.033 -0.015 0.003
H 2.93356 -2.16295 -3.49047 -0.003 0.024 0.034
H -3.55330 -4.50554 3.17663 -0.003 0.001 -0.016
H -1.47373 6.00027 0.77577 -0.012 -0.025 0.015
H -3.13045 1.36450 -0.23446 0.050 -0.060 -0.015
H -2.26283 -0.89502 3.67571 0.015 0.003 0.045
H -3.54306 -3.53927 0.23818 -0.030 -0.068 -0.017
H -0.71459 -3.44940 2.88855 0.005 -0.007 -0.001
H 2.84405 -0.57468 -4.29017 -0.007 0.012 0.035
H 0.26306 6.08357 0.46200 0.008 -0.027 0.030
H -1.22476 -2.70432 -1.26857 0.009 0.022 0.109
H -5.00465 -4.02521 2.27462 0.021 0.034 0.022
H 2.09292 -1.97146 -5.01903 -0.011 -0.024 0.017
H -0.22599 -2.21923 4.03860 -0.029 -0.012 0.004
H 6.39321 2.06849 -1.03450 -0.076 0.019 -0.043
H -2.77582 -2.55595 3.93746 -0.061 0.072 0.010
H 1.04362 -3.00397 -2.18533 -0.015 0.011 0.028
H -4.07169 -5.41964 1.77182 0.037 -0.011 -0.022
H -2.56743 -0.70187 -1.90191 0.009 0.022 0.151
H -0.81122 5.53860 -0.82075 0.020 -0.057 0.000
H -2.62595 4.29395 -0.45647 -0.003 0.020 -0.019
H -0.24479 -1.84210 2.32141 0.041 0.051 -0.069
H 0.63077 0.62220 -4.41708 -0.041 -0.002 0.026
H -4.28070 2.51504 0.46906 0.013 0.051 0.033
```
Forces are in eV/Å.

As for the total charge: +3. As for the energy above the lowest of the compared OMol25 structures with the same formula, charge and spin: 13.4 kcal per mole. The spin multiplicity is 5. For the LUMO energy (spin up / spin down), the calculation gives -8.632 / -12.338 eV. The value obtained for the strongest force on any atom is 0.0118 hartree/bohr. Its HOMO-LUMO gap (spin up / spin down) is 8.42 / 4.81 eV.

Results of the Mulliken charge analysis, in e, for atoms 1 through 5:
1 Pd 0.332
2 Br 0.119
3 S 0.167
4 S -0.198
5 O 0.121



Entry 3:
Below is a 2-piece molecular cluster, C4H11N3O2 overall, with properties calculated with ωB97M-V/def2-TZVPD.

XYZ file:
```
20
Properties=species:S:1:pos:R:3:forces:R:3
O 0.48702 0.71077 1.31440 -0.224 -2.421 -1.471
O 2.75669 0.30902 1.30175 -0.334 -0.466 -0.594
N -0.75870 -0.38224 -0.62610 -1.575 2.220 -1.717
N -0.11644 -2.47717 -0.56694 1.485 -3.195 -0.419
N -1.70615 -1.87235 -2.42526 1.491 6.120 6.266
C 1.76576 0.91532 1.63352 -1.044 -0.875 -0.113
C 1.78077 1.99206 2.60646 -0.948 0.830 2.547
C -1.42971 0.92667 -1.14199 1.068 0.580 3.352
C -0.78093 -1.49441 -1.26217 -1.842 -1.420 -0.632
H -1.68228 -2.54856 -3.05824 0.983 -3.643 -2.796
H 0.87224 2.70588 2.44733 1.503 -1.593 1.161
H -1.41355 0.96473 -2.22122 -0.889 -0.128 -0.311
H -2.16609 -1.01039 -2.71783 0.199 -0.686 -0.076
H 0.22552 -3.40194 -0.97952 -1.072 2.207 0.513
H 2.05947 1.48044 3.65105 -1.484 1.334 -1.928
H 0.38350 -2.26861 0.33008 -0.903 0.219 -1.668
H -2.44303 1.27158 -0.49429 2.597 -1.393 -2.231
H 2.64072 2.54539 2.44290 1.777 1.332 -0.402
H 0.17660 -0.11881 0.63387 0.630 2.448 0.768
H -0.65142 1.75263 -0.86778 -1.416 -1.469 -0.249
```
Forces are in eV/Å.

As for the total charge: 0. As for the energy above the lowest of the compared OMol25 structures with the same formula, charge and spin: 70.0 kcal per mole. For the LUMO energy, the calculation gives 0.628 eV. The value obtained for the strongest force on any atom is 0.1728 hartree/bohr. Its HOMO-LUMO gap is 9.94 eV. As for the SMILES: CN=C(N)N.CC(=O)O.

Results of the Mulliken charge analysis, in e, for atoms 1 through 5:
1 O -0.506
2 O -0.616
3 N -0.360
4 N -0.426
5 N -0.390



Entry 4:
Below is C16H28ClCuN4O4 as an isolated structure, with properties calculated with ωB97M-V/def2-TZVPD.

XYZ file:
```
54
Properties=species:S:1:pos:R:3:forces:R:3
Cu -0.51226 -0.70035 -0.87324 -0.052 -0.092 0.101
Cl 0.80705 -0.57162 2.44746 -1.380 -0.139 1.107
O -0.28473 -1.12112 1.63437 0.260 -0.107 -0.473
O 0.38600 -0.60937 3.82809 0.266 -0.031 -0.481
O 1.99644 -1.35108 2.27071 0.383 -0.412 -0.302
O 1.03330 0.77805 2.03437 0.266 0.664 -0.209
N 1.42273 0.78586 -1.18507 -0.086 -0.302 0.291
N -0.89404 0.34766 -3.01010 -0.082 -0.607 0.450
N -2.69670 -0.70534 -0.28672 0.682 0.191 -0.298
N 0.54661 -2.94033 -1.05572 -0.103 0.311 -0.041
C -4.95407 0.18053 0.69727 0.494 0.106 0.293
C 0.14385 5.16779 -2.39985 0.137 -1.297 0.054
C 0.31979 -4.36000 1.10027 0.097 -1.037 1.174
C 0.14517 3.62507 -2.24969 -0.239 0.914 0.755
C -0.28748 -6.63288 0.03115 0.304 0.268 -0.943
C 0.67653 -5.84578 0.88000 0.542 0.358 0.488
C -3.69088 -0.30431 0.11445 -0.385 -0.210 0.281
C 4.76564 1.14723 -0.30709 0.138 -0.101 -0.470
C 3.56803 0.36526 0.25329 0.357 0.566 0.013
C -3.66918 1.10442 2.70840 0.295 -0.721 -0.228
C -4.69268 1.39357 1.61298 -0.412 0.326 -0.198
C -0.82133 2.93935 -3.21505 0.277 0.144 -0.385
C 2.35231 0.59101 -0.53601 0.212 -0.349 0.101
C 4.50837 2.63108 -0.52930 -0.033 -0.212 0.402
C -0.85732 1.48980 -3.06443 -0.161 0.356 -0.325
C 0.46224 -3.58452 -0.10801 -0.557 0.546 -0.011
H -0.66135 -4.30796 1.57685 -0.261 0.408 -0.608
H -2.65090 1.35064 2.40675 -0.058 0.348 0.119
H 1.67348 -5.82763 0.43052 -0.043 -0.379 -0.048
H -5.64979 1.67092 2.05909 -0.052 -0.150 -0.005
H 3.36922 0.71835 1.26693 -0.211 -0.117 -0.053
H -1.30669 -6.66981 0.41229 0.057 -0.024 0.172
H -0.62708 3.14936 -4.27117 0.311 -0.011 0.054
H -1.82812 3.33498 -3.06123 -0.015 -0.099 0.225
H 5.60013 1.01846 0.38485 -0.089 0.034 0.117
H 0.72378 5.55995 -1.56696 -0.199 0.309 0.014
H 4.33150 3.11112 0.43589 0.210 0.230 -0.098
H 0.96811 -3.94095 1.87418 0.232 0.162 -0.280
H -3.59537 0.02684 2.89087 -0.237 0.001 0.074
H -0.31045 -6.16770 -0.96094 -0.255 -0.112 0.001
H -3.93210 1.55299 3.66228 0.147 0.278 -0.086
H 0.78289 -6.32929 1.85433 0.015 0.196 0.047
H 3.80387 -0.69412 0.32495 -0.284 -0.071 -0.089
H 5.12939 0.72655 -1.24893 -0.279 -0.223 0.002
H 5.38275 3.03682 -1.03567 -0.100 0.377 0.145
H -5.65001 0.37253 -0.11705 -0.057 0.152 0.040
H -0.88608 5.51886 -2.38563 0.108 0.402 -0.031
H 3.62069 2.82684 -1.13118 0.047 -0.148 -0.179
H -5.37499 -0.59499 1.33760 0.076 -0.283 -0.241
H 0.66226 5.43370 -3.32007 -0.235 0.230 -0.106
H -0.21480 3.37238 -1.24874 0.060 0.059 0.061
H 1.18666 3.31405 -2.23706 -0.121 -0.576 -0.567
H -4.42487 2.25517 0.99827 0.228 -0.023 0.057
H 0.10447 -7.63805 -0.12358 -0.214 -0.100 0.119
```
Forces are in eV/Å.

As for the total charge: 0. As for the energy above the lowest of the compared OMol25 structures with the same formula, charge and spin: 0.0 kcal per mole. For the LUMO energy, the calculation gives 0.442 eV. The value obtained for the strongest force on any atom is 0.0345 hartree/bohr. Its HOMO-LUMO gap is 9.16 eV.

Results of the Mulliken charge analysis, in e, for atoms 1 through 5:
1 Cu 0.217
2 Cl 1.739
3 O -0.564
4 O -0.731
5 O -0.666